(1)
Density functional theory data (ωB97M-V/def2-TZVPD) for a cluster of 2 separate species, CH2ClNOS in total at a distorted geometry.

CARTESIAN COORDINATES (ANGSTROEM)
C  -0.29354  -0.40511  -0.07150
N  -0.52157  1.65828  -1.56460
O  -1.35654  1.65038  -3.83804
S  -1.07110  0.82451  -2.70921
Cl  -0.23662  -1.68264  -1.24814
H  -1.29815  0.09347  -0.07117
H  0.60173  0.28472  0.03425

- Orbital gap (alpha / beta): 7.485 / 9.856 eV
- E_HOMO (alpha / beta): -9.626 / -10.989 eV
- Energy: -1027.4990 Eh
- Energy relative to the best compared isomer or geometry (same formula, charge and spin): 108.47 kcal per mole

=====

(2)
Density functional theory data (ωB97M-V/def2-TZVPD) for a cluster of 3 separate species, C3H14N2O2 in total at a distorted geometry.

CARTESIAN COORDINATES (ANGSTROEM)
N  0.97072  2.02048  -1.28847
C  0.17658  1.06359  -2.05926
C  -0.22855  -0.18717  -1.29064
N  -1.18356  0.05553  -0.15782
C  -0.79810  -0.65499  1.07797
H  1.92951  1.68402  -1.23111
H  0.70698  2.14029  -0.32854
H  -0.78000  1.52788  -2.30384
H  0.80236  0.75429  -2.89224
H  -0.78144  -0.86911  -1.94873
H  0.65045  -0.73297  -0.93641
H  -2.10033  -0.18545  -0.50644
H  -0.25892  0.05896  1.69534
H  -1.75890  -0.87207  1.55053
H  -0.24305  -1.58934  0.99094
H  1.53444  -3.80649  1.20788
H  1.31406  -5.13301  1.98527
O  2.00331  -4.51802  1.70075
H  -0.86068  1.96820  0.82544
H  -0.77447  3.54829  1.13505
O  -1.08406  2.71383  1.42213

- Orbital gap: 9.692 eV
- E_HOMO: -9.147 eV
- SMILES: CNCCN.O.O
- Energy: -382.6502 Eh
- Energy relative to the best compared isomer or geometry (same formula, charge and spin): 31.12 kcal per mole

=====

(3)
Density functional theory data (ωB97M-V/def2-TZVPD) for the ion C10H21NO2P with charge +1 at a distorted geometry.

CARTESIAN COORDINATES (ANGSTROEM)
C  1.47417  0.80567  -0.82526
C  1.72834  -0.37637  1.36797
C  0.48836  -0.23969  -1.26809
C  0.53809  -1.32164  1.03949
C  -2.43582  -2.08211  0.23729
C  -3.09720  -0.75233  0.17818
C  2.46851  0.08635  0.09212
C  -0.28111  -0.82050  -0.05992
C  3.71085  0.88808  0.32493
C  -1.80139  2.91791  -0.63447
N  -1.18573  -1.92187  -0.58437
O  -1.50625  1.16250  1.75284
O  -2.23358  1.55230  -0.73840
P  -1.74859  0.60550  0.43256
H  1.90982  1.42221  -1.52711
H  1.01180  1.51322  -0.18496
H  1.44923  0.62647  1.92373
H  2.39844  -0.96554  1.92215
H  -0.17579  0.39476  -1.94435
H  0.99363  -0.96243  -1.87768
H  1.13642  -2.02831  0.53721
H  0.05296  -1.80343  1.91870
H  -2.17750  -2.32895  1.34611
H  -2.95161  -2.79675  -0.37764
H  -3.72958  -0.61104  -0.74979
H  -3.83188  -0.70248  1.05576
H  2.66009  -0.87096  -0.39676
H  4.02170  1.17307  1.36248
H  3.43871  1.80926  -0.12862
H  4.61516  0.48341  -0.16585
H  -1.68947  3.04816  0.35983
H  -2.52880  3.65147  -1.10822
H  -0.79021  3.12704  -1.18709
H  -0.63835  -2.82460  -0.47799
H  -1.29343  -1.85839  -1.61481

- Orbital gap: 10.329 eV
- E_HOMO: -13.410 eV
- SMILES: CO[P@@]1(=O)CC[NH2+][C@]12CC[C@H](C)CC2
- Energy: -939.9549 Eh
- Charge: +1
- Energy relative to the best compared isomer or geometry (same formula, charge and spin): 0.20 kcal per mole

=====

(4)
Density functional theory data (ωB97M-V/def2-TZVPD) for a structure of composition C30H34N6O5RuS.

CARTESIAN COORDINATES (ANGSTROEM)
Ru  -0.83975  -1.62322  0.12371
N  5.64982  0.81089  -2.21712
C  4.63763  -0.08563  -2.05627
C  3.31723  0.26004  -2.37943
C  2.28698  -0.62998  -2.16350
C  2.55902  -1.88481  -1.63392
C  3.86804  -2.25667  -1.33252
C  4.89531  -1.36687  -1.53706
S  1.28298  -3.01426  -1.30617
O  1.59361  -4.32833  -1.75825
O  0.02204  -2.39666  -1.82561
N  1.04378  -2.85577  0.29735
C  0.37054  -3.77949  1.05952
N  -0.53102  -3.14027  1.84590
C  -1.28648  -3.88166  2.65799
C  -1.12274  -5.24925  2.71926
C  -0.18823  -5.80556  1.84718
N  0.54655  -5.09454  1.00555
H  5.48540  1.66254  -2.72237
H  6.60354  0.50474  -2.15197
H  3.10574  1.23565  -2.79970
H  1.27445  -0.34839  -2.41968
H  4.07733  -3.24290  -0.93914
H  5.91176  -1.65116  -1.29807
H  -2.01238  -3.35051  3.26144
H  -1.69200  -5.86086  3.40222
H  -0.03451  -6.87880  1.82223
C  -5.01188  0.34623  1.64377
C  -3.57543  0.54961  1.22598
O  -3.07773  -0.60319  0.50249
H  -5.36234  1.21658  2.19850
H  -5.11445  -0.53008  2.28314
H  -5.66624  0.23011  0.77681
H  -2.90909  0.65518  2.07903
H  -3.45268  1.43757  0.60174
H  -3.65954  -0.77147  -0.24795
C  2.74948  4.96533  3.68865
C  2.54849  4.13982  2.44665
C  3.35396  3.02413  2.23516
C  3.19916  2.23784  1.10412
C  2.24299  2.56618  0.16309
C  1.41782  3.66771  0.37523
N  0.44197  4.00245  -0.57928
C  -0.19662  3.11514  -1.41936
C  -0.46729  3.50778  -2.73715
C  -1.05260  2.64707  -3.63904
C  -1.34503  1.33545  -3.27444
C  -1.09391  0.94191  -1.97597
C  -0.57031  1.81670  -1.01927
C  -0.55670  1.43584  0.42595
O  -0.80513  2.18503  1.33051
O  -0.26029  0.14232  0.67269
C  1.55346  4.46183  1.51750
C  0.61113  5.61310  1.71679
H  3.61834  4.61439  4.24223
H  1.88541  4.90461  4.35329
H  2.90661  6.01877  3.45349
H  4.11161  2.77570  2.96734
H  3.83480  1.37633  0.94217
H  2.13426  1.96773  -0.73261
H  0.25874  4.97990  -0.72788
H  -0.17571  4.50346  -3.04767
H  -1.24111  2.98538  -4.64937
H  -1.74791  0.63535  -3.99234
H  -1.28742  -0.09871  -1.71523
H  -0.42205  5.28076  1.59471
H  0.78853  6.41708  0.99476
H  0.70701  6.05208  2.70515
C  -5.43391  -4.77012  -1.20648
C  -4.05628  -5.14280  -0.65262
C  -3.15781  -3.99744  -0.61536
N  -2.46448  -3.08520  -0.59184
H  -6.08146  -5.64280  -1.16349
H  -5.36189  -4.44640  -2.24269
H  -5.89111  -3.97584  -0.61933
H  -3.56987  -5.90843  -1.26017
H  -4.12010  -5.52820  0.36707

- Orbital gap (alpha / beta): 7.000 / 4.908 eV
- Expectation value of S²: 8.760
- E_HOMO (alpha / beta): -9.558 / -9.558 eV
- Energy: -2361.1292 Eh
- Charge: +1
- Multiplicity: 6

=====

(5)
Density functional theory data (ωB97M-V/def2-TZVPD) for a structure of composition C4H10O3 at a distorted geometry.

CARTESIAN COORDINATES (ANGSTROEM)
C  -0.29070  -0.00962  -0.15916
C  0.24683  -1.23068  0.34011
C  1.56857  0.58137  0.13206
C  -1.18108  0.86559  0.67230
O  -0.49261  0.02952  -1.51144
O  -1.34169  -2.06298  0.33453
O  1.65904  1.64645  -0.77938
H  -1.33342  0.47432  -1.69620
H  1.59664  1.27540  -1.67246
H  -1.42088  -2.54410  -0.50280
H  0.83063  -1.84528  -0.33458
H  0.42094  -1.31256  1.40417
H  2.40995  -0.10379  0.00119
H  1.57170  0.98933  1.14162
H  -2.22421  0.58866  0.50586
H  -0.97395  0.74320  1.73472
H  -1.04576  1.91517  0.38947

- Orbital gap: 8.811 eV
- E_HOMO: -8.184 eV
- Energy: -384.0004 Eh
- Energy relative to the best compared isomer or geometry (same formula, charge and spin): 93.65 kcal per mole